Here is C11H12OS2 in the gas phase from OMol25. Energies are from ωB97M-V/def2-TZVPD.

Atoms and positions in Å:
C (-4.140, 1.182, -0.135)
C (-4.170, -0.152, -0.282)
C (-2.975, 1.868, 0.165)
C (-3.011, -0.912, -0.146)
C (-1.795, 1.118, 0.316)
C (-1.759, -0.312, 0.205)
C (-0.389, 1.616, 0.416)
C (-0.401, -0.839, 0.398)
C (0.523, 0.323, 0.324)
C (2.076, 1.790, -1.437)
C (3.091, -0.720, 1.210)
O (0.121, 2.678, 0.426)
S (1.233, 0.188, -1.353)
S (1.874, 0.523, 1.610)
H (-5.083, 1.842, -0.358)
H (-5.114, -0.580, -0.643)
H (-2.909, 2.917, 0.382)
H (-3.199, -2.006, -0.175)
H (-0.211, -1.391, 1.363)
H (-0.216, -1.701, -0.312)
H (2.485, 1.764, -2.465)
H (2.870, 1.858, -0.614)
H (1.356, 2.624, -1.391)
H (2.877, -0.894, 0.104)
H (3.033, -1.704, 1.659)
H (4.085, -0.280, 1.362)

Cartesian forces, eV/Å:
C -1.69 4.10 -0.37
C -0.65 -1.52 -0.96
C 0.85 -0.40 0.60
C 1.43 -0.83 1.17
C 1.89 -0.40 -0.29
C -3.48 0.70 -0.55
C -3.87 -6.30 0.13
C -0.05 -3.36 1.09
C 1.85 0.28 -0.99
C 0.91 -0.32 -0.12
C -0.19 -0.29 -2.20
O 2.06 5.59 0.24
S -0.22 1.13 0.39
S -1.00 0.28 0.53
H 1.76 -1.49 0.62
H 0.57 -0.23 0.42
H -0.33 0.37 -0.30
H 0.80 0.68 -0.20
H -0.66 0.83 -0.43
H 0.19 1.25 0.19
H 0.27 0.27 0.67
H -1.11 0.04 -1.38
H 0.35 -0.46 0.19
H 0.92 0.17 1.15
H -0.29 0.09 0.57
H -0.30 -0.19 -0.15

- 2S+1: 3
- E_HOMO (spin up / spin down): -0.2094 / -0.3298 hartree
- Orbital gap (spin up / spin down): 6.275 / 5.905 eV

***

Here is a molecular structure, C11H13BClEuN from OMol25. Energies are from ωB97M-V/def2-TZVPD.

Atoms and positions in Å:
C (1.784, -1.536, -0.868)
C (0.868, -1.541, -1.973)
C (-0.331, -2.212, -1.541)
H (1.032, -1.088, -2.922)
C (-0.166, -2.578, -0.157)
C (1.149, -2.169, 0.246)
H (1.539, -2.217, 1.233)
H (2.722, -1.039, -0.843)
H (-1.202, -2.367, -2.124)
H (-0.903, -3.019, 0.472)
Eu (-0.205, -0.201, -0.306)
Cl (1.648, 1.557, -0.502)
C (-1.644, 1.712, -0.119)
C (-2.433, 0.579, 0.280)
C (-2.589, -0.273, -0.861)
H (-2.742, 0.359, 1.273)
C (-1.909, 0.341, -1.973)
C (-1.333, 1.570, -1.520)
H (-0.695, 2.208, -2.079)
H (-1.256, 2.458, 0.529)
H (-3.064, -1.223, -0.863)
H (-1.796, -0.072, -2.944)
B (2.170, 2.023, 3.290)
C (1.385, 1.292, 2.120)
N (0.834, 0.777, 1.319)
H (2.672, 1.213, 4.037)
H (1.418, 2.715, 3.941)
H (3.048, 2.729, 2.856)

Cartesian forces, eV/Å:
C -0.96 -1.67 -0.21
C 0.16 -2.23 1.08
C 1.95 -1.53 0.32
H 0.08 0.24 -0.52
C 1.42 -0.65 -1.63
C -0.02 -0.63 -1.66
H 0.28 -0.08 0.55
H 0.48 0.25 0.00
H -0.54 -0.14 -0.38
H -0.43 -0.33 0.29
Eu 1.63 2.13 1.31
Cl 2.27 2.17 -5.60
C -1.78 -0.41 -1.28
C -0.33 1.06 -1.91
C -0.14 1.81 -0.17
H -0.27 -0.10 0.63
C -1.11 1.29 1.24
C -2.16 -0.46 0.76
H 0.35 0.39 -0.29
H 0.17 0.48 0.33
H -0.36 -0.56 -0.05
H -0.01 -0.25 -0.63
B 0.21 0.19 0.11
C 3.69 3.43 7.45
N -4.29 -4.14 0.68
H -0.05 -0.32 -0.04
H -0.32 0.00 -0.07
H 0.09 0.06 -0.29

- Net charge: -1
- 2S+1: 7
- E_HOMO (spin up / spin down): -0.1494 / -0.1510 hartree
- Orbital gap (spin up / spin down): 6.601 / 6.644 eV

***

Here is a molecular structure, C11H13Cl2N3STm from OMol25. Energies are from ωB97M-V/def2-TZVPD.

Atoms and positions in Å:
C (3.327, -0.132, 0.729)
C (2.507, -0.562, -0.464)
C (1.701, 0.578, -1.047)
Cl (1.284, 0.352, -2.781)
C (0.427, 0.980, -0.371)
C (0.342, 2.306, 0.301)
Cl (1.672, 3.302, 0.422)
C (-0.830, 2.792, 0.838)
C (-1.988, 2.003, 0.668)
N (-3.263, 2.310, 1.021)
S (-4.227, 1.162, 0.587)
N (-3.157, 0.128, -0.103)
C (-1.934, 0.718, 0.062)
C (-0.747, 0.173, -0.385)
C (-0.794, -1.219, -0.846)
C (-0.637, -2.258, 0.334)
N (-1.743, -2.505, 1.184)
H (3.720, 0.861, 0.580)
H (4.183, -0.774, 0.828)
H (2.769, -0.128, 1.652)
H (1.903, -1.429, -0.241)
H (3.180, -0.874, -1.246)
H (2.341, 1.435, -1.046)
H (-0.858, 3.747, 1.314)
H (-1.797, -1.382, -1.209)
H (-0.095, -1.419, -1.641)
H (0.144, -1.867, 0.960)
H (-0.301, -3.182, -0.116)
H (-1.823, -1.888, 1.981)
H (-2.657, -2.564, 0.753)
Tm (-2.647, -0.664, -2.718)

Cartesian forces, eV/Å:
C -0.11 0.22 0.09
C 0.07 -0.19 -0.31
C -0.35 0.14 0.21
Cl -0.22 -0.19 -0.54
C -1.02 1.47 1.38
C 0.72 -2.43 -1.33
Cl 0.67 0.33 0.01
C -1.07 -0.54 -0.06
C -1.23 -0.48 0.29
N 1.00 0.43 0.07
S -0.76 -0.17 -0.01
N 0.89 0.37 -0.36
C -1.81 0.98 0.43
C 2.43 0.15 -0.78
C 0.08 0.36 -0.02
C 0.02 -0.41 1.00
N -0.50 1.22 -0.62
H 0.21 0.42 -0.06
H 0.28 -0.40 0.24
H -0.17 -0.06 0.38
H -0.29 -0.34 0.08
H 0.28 -0.11 -0.38
H 0.36 0.47 -0.20
H -0.12 0.53 0.29
H 0.11 -1.33 1.38
H 0.57 -0.32 -0.10
H 0.60 -0.07 0.16
H 0.13 -0.30 -0.31
H 0.19 -0.22 0.35
H -0.04 -0.66 -0.01
Tm -0.93 1.14 -1.29

- Net charge: +3
- 2S+1: 3
- E_HOMO (spin up / spin down): -0.7197 / -0.6932 hartree
- Orbital gap (spin up / spin down): 7.224 / 4.178 eV

***

Here is a molecular structure, C11H13ClMoO3 from OMol25. Energies are from ωB97M-V/def2-TZVPD.

Atoms and positions in Å:
Cl (-1.296, 2.534, -1.356)
C (-0.975, -1.581, -1.337)
C (0.438, -1.722, -1.027)
C (1.164, -0.922, -1.944)
H (0.846, -2.341, -0.236)
C (0.236, -0.333, -2.896)
C (-1.095, -0.787, -2.523)
H (-2.019, -0.522, -3.030)
H (-1.762, -2.170, -0.876)
H (2.245, -0.813, -1.985)
C (0.578, 0.529, -4.052)
Mo (-0.244, 0.452, -0.941)
C (1.448, 1.091, 0.759)
O (2.488, 1.485, 1.082)
C (-1.676, 1.005, 0.903)
O (-2.436, 1.502, 1.606)
H (1.560, 0.996, -3.873)
H (-0.208, 1.289, -4.159)
H (0.626, -0.006, -5.013)
C (-1.099, 0.658, 4.505)
C (0.208, 0.324, 3.846)
C (1.034, -0.720, 4.525)
O (0.562, 0.855, 2.775)
H (-1.109, 0.530, 5.585)
H (-1.871, -0.006, 4.088)
H (-1.382, 1.684, 4.280)
H (0.773, -1.709, 4.128)
H (2.100, -0.564, 4.367)
H (0.861, -0.749, 5.601)

Cartesian forces, eV/Å:
Cl 0.93 -1.77 -0.45
C 0.93 -1.35 -0.64
C -1.14 -0.27 -0.67
C -0.22 -0.33 -0.76
H -0.05 0.26 0.10
C -0.55 -1.63 -0.86
C 1.10 -0.55 -0.52
H 0.12 0.05 0.14
H 0.00 0.44 0.18
H -0.19 0.14 0.08
C 0.19 0.70 -0.09
Mo -0.79 5.56 4.76
C 4.26 1.06 0.36
O -4.40 -1.54 -1.49
C -2.40 1.49 2.18
O 2.74 -1.95 -2.47
H -0.43 0.02 -0.26
H 0.38 0.00 -0.11
H -0.02 -0.17 0.45
C -0.21 0.40 -0.40
C 0.27 0.15 -0.30
C 0.43 -0.07 0.12
O -1.02 -0.73 1.06
H 0.21 -0.16 -0.05
H 0.13 0.05 0.10
H -0.06 0.02 -0.09
H -0.05 0.10 -0.01
H -0.02 0.02 -0.22
H -0.14 0.02 -0.13

- Net charge: +2
- 2S+1: 3
- E_HOMO (spin up / spin down): -0.6054 / -0.6056 hartree
- Orbital gap (spin up / spin down): 5.275 / 5.823 eV

***

| no. | strongest force on any atom (eV Å⁻¹) |
| --- | --- |
| 1 | 7.40 |
| 2 | 9.00 |
| 3 | 2.86 |
| 4 | 7.37 |